[1]
A structure of composition C37H42BiCl3N5O3SSi, computed with ωB97M-V with the def2-TZVPD basis set.

Geometry as XYZ:
```
93
Properties=species:S:1:pos:R:3:lowdin_charge:R:1
Bi -0.92 0.77 -0.77 1.72
Cl 6.10 -2.23 3.54 0.70
Cl 5.23 -5.30 -0.77 0.75
Cl -0.87 -6.89 2.27 0.67
S -3.23 -5.09 1.92 1.03
Si 0.21 3.23 -0.83 0.59
O -3.39 -1.80 -1.76 0.08
O 0.95 -4.45 0.05 -0.12
O -3.03 -1.70 2.19 0.08
N 2.16 -2.34 -1.50 -0.04
N -3.20 0.95 0.24 -0.03
N 1.15 -0.49 -0.93 -0.12
N -2.06 -1.54 0.09 0.02
N -0.29 0.19 1.39 -0.05
C -3.79 1.95 0.91 -0.11
C 5.48 -3.75 1.40 -0.12
C -0.94 3.11 -3.47 -0.11
C 0.00 -5.40 -0.44 -0.15
C -2.11 -1.44 1.42 -0.52
C 4.99 -2.93 2.41 -0.66
C -1.30 -5.10 0.22 -0.30
C 1.38 2.25 -3.22 -0.11
C 0.98 -1.74 -1.31 -0.14
C -0.38 -1.29 3.24 0.03
C -5.91 0.88 0.75 -0.01
C -3.93 -0.10 -0.15 -0.20
C 3.15 -1.42 -1.23 -0.02
C 1.94 3.54 -0.08 -0.19
C -2.24 -4.13 -0.23 -0.15
C 4.59 -4.29 0.49 -0.58
C 0.75 0.82 1.95 -0.13
C -0.85 -0.84 2.02 -0.16
C 0.71 -0.68 3.81 -0.02
C -5.30 -0.16 0.06 0.03
C 0.96 4.69 -3.20 -0.08
C 3.64 -2.69 2.53 -0.09
C 2.34 -3.75 -1.78 -0.04
C 3.22 -4.04 0.57 -0.19
C -0.86 4.60 -0.01 -0.65
C 1.29 0.41 3.15 -0.02
C 2.25 -4.57 -0.46 -0.29
C -3.32 -4.02 0.58 -0.41
C -0.23 5.99 -0.14 -0.08
C -1.71 -5.69 1.38 -0.97
C 2.51 -0.27 -0.88 -0.11
C 2.76 -3.24 1.61 -0.01
C -2.26 4.66 -0.64 -0.10
C 0.41 3.34 -2.75 -0.67
C -3.14 -1.29 -0.69 -0.57
C -0.95 4.27 1.49 -0.11
C -5.14 1.94 1.20 -0.02
H 0.29 5.51 -2.94 0.07
H -1.66 3.90 -3.25 0.07
H 1.15 1.67 1.42 0.06
H -5.86 -1.01 -0.29 0.13
H -0.01 4.49 1.99 0.08
H -1.40 2.15 -3.22 0.03
H 0.77 6.03 0.30 0.08
H -3.16 2.76 1.22 0.08
H 0.02 -2.22 -1.41 0.13
H -2.71 3.67 -0.78 0.05
H -4.17 -3.37 0.47 0.07
H 1.54 -4.07 -2.44 0.13
H 1.94 4.89 -2.74 0.08
H 1.09 4.70 -4.28 0.09
H 4.19 -1.65 -1.30 0.14
H 1.89 3.70 1.00 0.03
H 2.37 2.36 -2.75 0.08
H -0.16 6.31 -1.17 0.06
H 2.51 -5.61 -0.70 0.14
H -5.57 2.76 1.76 0.12
H -0.85 6.72 0.39 0.10
H -1.19 3.22 1.69 0.04
H -2.94 5.25 -0.02 0.09
H 1.70 -3.06 1.69 0.12
H -1.72 4.89 1.97 0.09
H 2.93 0.67 -0.58 0.09
H -0.78 3.11 -4.55 0.09
H -6.97 0.84 0.95 0.12
H 3.30 -3.91 -2.27 0.12
H 2.67 2.76 -0.26 0.01
H -2.22 5.13 -1.62 0.07
H 2.14 0.93 3.57 0.12
H 6.54 -3.96 1.32 0.11
H 0.34 -6.42 -0.20 0.12
H 1.11 -1.02 4.76 0.12
H -0.10 -5.32 -1.53 0.13
H 3.27 -2.07 3.34 0.09
H 1.52 2.32 -4.30 0.09
H 2.34 4.45 -0.51 0.04
H 1.02 1.24 -3.01 0.04
H -0.90 -2.12 3.71 0.14
H -2.11 -3.53 -1.12 0.10
```

Calculated values
**Total charge**: +1
**Energy relative to the best compared isomer or geometry (same formula, charge and spin)**: 134.55 kJ/mol
**E_LUMO**: -2.9 eV
**Multiplicity**: 1
**HOMO energy**: -10.22 eV
**E**: -4217.32011 a.u.

[2]
A structure of composition C37H42IKN8O6PSe2, computed with ωB97M-V with the def2-TZVPD basis set.

Geometry as XYZ:
```
98
Properties=species:S:1:pos:R:3:lowdin_charge:R:1
I -2.65 -1.24 0.24 1.21
Se 1.51 -2.69 -2.05 0.38
Se -0.55 1.70 -4.66 0.32
K 0.57 -0.16 -0.54 0.37
P 1.46 -2.51 1.55 1.02
O -0.87 -0.75 -6.66 -0.15
O -1.80 4.30 4.63 -0.07
O -1.46 -1.06 -2.59 -0.26
O 5.10 5.69 -3.38 0.07
O 3.77 7.30 -2.89 0.06
O 0.50 0.39 1.79 -0.27
N -2.04 0.17 3.05 0.07
N 1.75 -4.80 3.17 -0.15
N 4.07 6.12 -2.90 -0.33
N 0.45 2.70 -0.28 0.13
N 2.36 2.68 3.78 0.10
N -0.11 -3.31 3.72 -0.07
N 2.45 1.58 -1.68 0.09
N -0.23 -4.75 1.76 -0.14
C 1.23 4.91 -0.79 -0.13
C 3.32 0.99 -2.46 -0.12
C -1.22 -1.58 -3.92 -0.20
C 3.12 1.26 1.98 -0.02
C 0.71 1.22 2.72 -0.36
C 0.56 0.18 -4.04 -0.64
C 0.29 -3.75 0.81 -0.38
C -4.31 0.25 3.98 -0.04
C 0.18 -1.40 -5.98 -0.26
C 2.17 5.73 -1.49 0.07
C 1.33 3.52 -0.87 -0.13
C -0.53 3.24 0.41 -0.10
C 4.19 3.07 -3.25 0.01
C 0.08 2.76 4.51 -0.19
C 0.43 -2.09 3.02 -0.27
C -6.15 -0.63 2.72 -0.10
C 0.18 5.47 -0.03 0.00
C 4.20 1.70 -3.29 -0.02
C 1.28 -2.24 -3.97 -0.59
C 0.18 -1.25 -4.43 -0.57
C 1.38 3.18 4.57 -0.13
C 2.51 -3.80 2.39 -0.30
C -0.71 4.62 0.58 -0.03
C -0.28 1.74 3.60 -0.09
C -0.99 -4.15 2.79 -0.12
C -0.94 3.44 5.38 -0.22
C 3.13 5.16 -2.25 -0.06
C -5.66 -0.03 3.87 -0.09
C 1.02 -4.21 4.23 -0.13
C -5.28 -0.96 1.69 -0.16
C 2.05 1.77 2.90 -0.26
C 2.39 2.93 -1.67 -0.14
C -3.92 -0.70 1.81 -0.62
C 3.28 3.73 -2.40 -0.06
C -3.42 -0.07 2.96 -0.34
C 0.84 -5.56 2.32 -0.17
C -1.67 1.32 3.49 -0.09
H 3.22 -3.31 3.06 0.09
H -1.92 -1.11 -4.60 0.11
H 0.54 -4.98 4.84 0.14
H 3.09 -4.32 1.63 0.10
H -5.65 -1.43 0.79 0.09
H 1.58 0.36 -4.37 0.04
H 0.78 -4.24 -0.03 0.00
H -1.39 -2.67 -3.91 0.13
H -0.90 0.17 -6.31 -0.07
H -0.67 -3.01 4.51 0.18
H 3.30 -0.10 -2.45 0.09
H -1.24 4.77 4.00 0.08
H 0.40 -6.37 2.91 0.13
H -1.74 -3.47 2.39 0.11
H 0.52 0.20 -2.96 -0.04
H -2.42 2.07 3.77 0.12
H -0.43 4.01 6.16 0.11
H -7.21 -0.84 2.61 0.10
H 4.07 1.71 2.23 0.08
H 2.87 1.48 0.94 0.06
H 0.10 -2.46 -6.24 0.11
H 1.66 -3.58 4.85 0.14
H -3.92 0.71 4.88 0.11
H 1.16 -1.05 -6.33 0.12
H -0.56 -3.22 0.37 0.00
H -1.46 -4.90 3.43 0.14
H 4.87 3.63 -3.87 0.10
H 2.23 -1.84 -4.33 0.04
H 0.09 6.54 0.05 0.12
H -1.23 2.54 0.87 0.11
H 2.11 6.80 -1.41 0.13
H 1.01 -1.52 3.75 0.11
H -2.36 -0.74 -2.61 0.03
H 1.68 3.94 5.29 0.10
H 1.12 -3.19 -4.48 0.04
H -0.41 -1.47 2.72 0.05
H 4.87 1.17 -3.94 0.11
H -6.34 0.23 4.68 0.10
H -1.55 4.99 1.15 0.10
H 3.20 0.17 2.03 0.06
H 1.40 -6.00 1.50 0.14
H -1.60 2.73 5.88 0.11
```

Calculated values
**Total charge**: -1
**Energy relative to the best compared isomer or geometry (same formula, charge and spin)**: 142.70 kJ/mol
**E_LUMO**: 1.0 eV
**Multiplicity**: 1
**HOMO energy**: -3.00 eV
**E**: -8366.42844 a.u.

[3]
A structure of composition C37H42MoN7O7S3, computed with ωB97M-V with the def2-TZVPD basis set.

Geometry as XYZ:
```
97
Properties=species:S:1:pos:R:3:lowdin_charge:R:1
Mo -9.56 -14.52 7.65 1.57
S -10.21 -16.80 10.19 0.60
S -10.76 -13.70 13.14 0.95
S -10.16 -12.25 10.64 0.62
O -9.90 -15.88 6.03 -0.20
O -6.87 -16.66 7.00 0.00
O -9.75 -18.17 10.26 -0.32
O -7.16 -18.88 6.30 -0.01
O -7.51 -14.44 4.73 0.00
O -11.40 -17.40 5.36 0.01
O -9.52 -15.73 10.88 -0.39
N -12.07 -11.63 12.50 -0.08
N -6.97 -16.22 9.28 0.07
N -10.16 -16.36 8.56 -0.34
N -5.22 -13.97 4.72 0.00
N -8.16 -12.93 7.61 -0.05
N -7.54 -15.08 8.91 -0.08
N -6.51 -13.64 2.82 0.12
C -12.86 -15.84 10.37 -0.06
C -11.82 -12.47 6.74 -0.52
C -6.81 -11.53 9.00 -0.03
C -7.25 -10.82 6.75 -0.06
C -11.24 -13.71 7.43 -0.27
C -7.90 -12.06 6.59 -0.14
C -4.88 -14.63 5.98 -0.07
C -14.41 -14.41 3.73 -0.10
C -7.38 -12.78 8.69 -0.34
C -14.52 -16.94 11.73 -0.27
C -6.75 -17.01 8.24 -0.36
C -14.17 -15.92 10.82 -0.04
C -12.21 -13.91 4.61 -0.03
C -7.05 -13.97 9.37 -0.11
C -6.14 -19.05 9.77 -0.06
C -14.96 -13.56 4.70 -0.10
C -12.67 -11.74 7.80 -0.09
C -5.52 -21.12 8.64 -0.13
C -11.09 -12.42 12.01 -1.14
C -6.05 -20.65 7.47 -0.05
C -10.82 -11.50 6.04 -0.04
C -13.58 -17.90 12.18 -0.05
C -15.94 -16.96 12.23 -0.08
C -6.43 -18.46 8.55 -0.07
C -11.92 -16.81 10.79 -0.25
C -12.74 -13.03 5.60 -0.16
C -14.12 -12.85 5.57 -0.06
C -12.63 -11.85 13.81 -0.23
C -10.72 -16.87 6.25 -0.62
C -11.92 -13.06 14.34 -0.45
C -12.28 -17.82 11.72 -0.06
C -10.85 -17.32 7.71 -0.20
C -6.58 -19.34 7.40 -0.29
C -6.78 -10.53 8.03 -0.07
C -6.46 -14.09 4.13 -0.58
C -5.67 -20.37 9.82 -0.12
C -13.02 -14.48 3.65 -0.09
H -8.15 -12.37 5.56 0.11
H -10.08 -11.10 6.72 0.05
H -6.34 -11.35 9.97 0.12
H -13.17 -10.90 7.33 0.07
H -12.57 -15.08 2.87 0.10
H -11.93 -17.38 7.97 0.12
H -6.38 -9.54 8.29 0.11
H -16.17 -16.09 12.88 0.08
H -13.72 -12.00 13.76 0.11
H -11.14 -14.16 4.62 0.11
H -4.96 -22.08 8.65 0.10
H -11.29 -12.80 15.21 0.07
H -5.65 -14.38 6.71 0.06
H -10.40 -18.31 7.87 0.11
H -7.41 -13.93 2.40 0.11
H -16.05 -13.46 4.78 0.09
H -11.40 -10.63 5.70 0.08
H -12.06 -11.38 8.64 0.03
H -6.14 -21.31 6.60 0.11
H -13.45 -12.35 8.22 0.07
H -5.73 -13.88 2.21 0.09
H -6.24 -13.96 10.14 0.14
H -7.06 -10.22 5.87 0.10
H -11.52 -18.57 12.02 0.12
H -14.90 -15.18 10.50 0.11
H -12.62 -13.83 14.63 0.07
H -12.54 -14.99 9.76 0.10
H -12.44 -10.89 11.91 0.14
H -4.44 -13.81 4.10 0.12
H -10.33 -11.97 5.17 0.08
H -15.03 -14.99 3.01 0.10
H -16.23 -17.86 12.77 0.07
H -4.85 -15.73 5.89 0.09
H -7.03 -17.75 6.46 0.03
H -6.32 -18.51 10.68 0.10
H -14.59 -12.18 6.30 0.09
H -5.45 -20.81 10.80 0.08
H -3.91 -14.25 6.33 0.09
H -12.05 -14.34 7.89 0.05
H -13.90 -18.63 12.95 0.11
H -16.63 -16.85 11.40 0.07
H -12.51 -10.95 14.41 0.11
```

Calculated values
**Total charge**: -1
**Energy relative to the best compared isomer or geometry (same formula, charge and spin)**: 139.45 kJ/mol
**Expectation value of S²**: 2.103
**E_LUMO (spin up / spin down)**: 1.8 / 1.7 eV
**Multiplicity**: 3
**HOMO energy (spin up / spin down)**: -4.18 / -4.42 eV
**E**: -3607.84525 a.u.